(1)
The ion C19H30BN4O4 with charge +1 in a non-equilibrium geometry, computed with ωB97M-V with the def2-TZVPD basis set.

The geometry in XYZ format:
```
58
Properties=species:S:1:pos:R:3:forces:R:3
H -2.4178 -1.3560 -0.3319 -1.225 -1.719 -0.881
C 2.9966 -1.8376 3.2925 -1.003 -0.679 1.342
H 4.0027 -3.5973 2.2237 -2.043 1.735 -0.481
H -0.5150 -1.1064 -1.3922 1.100 -0.505 -2.227
H 3.0302 -3.8856 4.3613 -1.162 1.889 0.358
C -3.6040 2.2416 -3.0401 -0.320 -0.847 -0.547
C 0.7075 -0.0537 -3.1240 1.140 -1.621 -1.220
H -2.0517 3.2069 4.5649 1.219 -0.363 -2.022
C 1.9013 -0.6409 3.2346 -2.384 3.381 0.331
H 2.0418 -0.3608 5.6904 -1.299 0.955 -2.505
C 3.1686 -2.7776 1.9796 1.482 0.785 -0.561
H -2.0063 0.6409 -3.3947 -0.423 2.234 -0.874
H -2.4337 1.5541 -5.0004 0.287 0.605 2.512
H -0.6246 -1.8687 -4.5757 -0.308 -0.621 2.428
H 0.2654 0.0917 -4.2218 0.679 0.066 2.746
N -0.0009 2.4179 -2.4564 0.265 1.051 -0.059
C 1.1638 0.0083 1.9302 -0.659 1.584 4.309
H 2.8829 -2.4449 5.5748 -0.852 -0.846 -2.205
O 1.4642 -0.4925 0.5845 0.842 2.132 1.245
H -4.3335 1.3148 -3.0625 1.408 1.980 0.080
H -4.1440 3.1216 -3.6066 1.296 -1.670 1.337
O -2.2156 -2.2806 -3.2090 1.444 -1.402 3.040
N 1.0646 2.9009 -0.5733 -1.205 -3.746 -3.570
C -0.2947 1.9155 3.5933 2.248 -3.037 -1.048
H -1.3850 4.6862 -3.9338 1.236 -1.058 -1.378
C -2.2314 1.7236 -3.8410 0.363 -0.788 0.126
H 0.9879 -2.0835 -1.9874 -1.847 1.751 -0.844
C -0.7502 -2.2618 -3.4660 0.237 -1.078 -0.582
C -2.4473 -3.0610 -1.9599 0.581 -5.535 1.274
H 1.3330 -2.9589 4.5807 2.449 0.127 -0.265
B -0.9498 2.7724 -3.5868 -2.564 0.814 -3.207
C -1.3689 3.1831 3.6151 1.933 0.234 0.065
C 1.3942 1.4631 -0.9915 -1.589 2.769 -1.590
H 0.2292 1.7669 5.9657 0.679 -1.270 -2.448
H -0.4827 1.6945 1.1947 1.236 -1.079 2.012
C 0.0696 1.2502 2.1305 1.355 -1.049 2.986
C 0.0944 -1.3901 -2.3637 0.248 -0.225 -0.109
H 3.6447 -2.1120 1.1158 -1.102 -1.480 1.630
H -0.6842 4.1592 3.6771 -1.530 -2.052 -0.128
C -3.1412 -2.2003 -0.7123 -0.036 0.294 -1.200
C 2.5054 -2.8534 4.5288 0.438 0.268 0.335
C 2.3713 0.3887 -0.1638 -0.789 -0.240 -1.482
C 0.4645 1.2946 4.9063 0.708 -1.561 -3.883
O -0.8206 4.0011 -4.4396 -1.218 -1.908 4.377
N 0.1863 3.4187 -1.5131 3.258 -5.530 0.380
H -4.0731 -1.6380 -1.1938 1.906 -1.328 1.179
H 1.8623 -0.2973 -3.2998 -2.459 0.928 0.414
N 0.6633 1.2100 -2.2954 1.986 3.150 5.799
H -0.3830 -3.3809 -3.4646 -0.664 2.284 0.095
H -3.3846 2.4724 -1.9147 -0.392 -0.210 -2.200
H 2.8744 -0.2703 -1.0228 -1.048 1.387 2.002
H -3.4311 -2.8788 0.1994 0.581 1.178 -2.175
O -2.1699 -4.3768 -1.8387 -1.521 9.054 -1.240
C 1.5102 0.0505 4.7084 -1.732 1.834 -2.238
H 4.0187 -1.3772 3.6812 -2.053 -0.934 -1.260
H -1.9410 3.2513 2.5968 0.931 -0.355 2.145
H 3.1908 0.9251 0.4773 -1.893 -0.799 -1.201
H 2.1961 -3.2831 1.5700 1.788 1.067 1.082
```
Forces are in eV/Å.

Computed properties:
* strongest force on any atom: 9.26 eV Å⁻¹
* Kohn-Sham gap: 5.7 eV
* net charge: +1
* HOMO: -10.69 eV
* LUMO energy: -4.997 eV
* SMILES string: CCB(O)n1nnc(COc2cc(C)ccc2C(C)C)[n+]1CCCOC(C)=O

(2)
A cluster of 4 separate species, C19H30BrN6 in total in a non-equilibrium geometry, computed with ωB97M-V with the def2-TZVPD basis set.

The geometry in XYZ format:
```
56
Properties=species:S:1:pos:R:3:forces:R:3
H -2.5711 -3.7831 -4.4876 0.023 -0.012 -0.034
C -0.1683 -3.7705 1.4004 -0.167 0.015 -0.032
H 1.4724 0.6011 0.4880 -0.077 -0.166 0.085
H -2.0686 2.1150 -1.3344 -0.196 0.121 -0.200
N -2.2056 -1.7131 -4.0998 -0.039 -0.011 0.319
H 1.3695 1.3887 2.0723 0.138 0.030 0.191
H -0.6027 2.9877 1.9778 0.128 -0.081 0.163
H -1.8527 -4.9529 0.8767 0.015 -0.154 0.130
C 1.2200 -4.9339 0.0687 0.012 -0.021 0.001
C -2.7677 -0.5290 -4.5173 -0.052 0.019 0.182
H -2.4985 1.6564 2.3941 -0.036 0.056 0.088
H -2.5714 -2.3489 0.4082 0.022 0.010 0.248
H 8.1686 3.1581 2.6395 0.024 0.011 0.002
C -0.0322 -5.4706 -0.0546 -0.033 0.040 -0.012
H 0.8009 2.5002 -0.6802 0.135 0.230 -0.146
N 7.1671 3.1448 2.6889 -0.029 -0.008 -0.007
H -2.6312 -1.8334 -1.2337 -0.169 -0.012 -0.121
H 6.7098 3.9224 0.7574 -0.009 0.007 -0.009
H -1.0651 3.5842 0.4066 -0.026 0.183 0.115
N -3.3786 0.5989 -0.6711 1.478 -0.674 -0.462
C 0.8388 2.6557 0.3953 0.273 -0.385 0.309
C -1.3932 1.4755 0.5974 -0.037 0.237 -0.251
C 1.1354 -3.8596 0.9951 -0.008 0.090 -0.072
Br 1.7431 4.3519 0.6880 -0.283 0.156 -0.118
H 1.9430 -3.2317 1.3316 0.012 -0.002 0.006
N -2.7555 -1.6146 -0.2552 -0.127 -0.191 -0.455
C 6.4398 2.7204 3.7658 0.023 0.002 -0.010
H -1.2445 0.4533 2.5209 0.151 -0.201 -0.099
H -4.4344 -0.1228 -5.8616 0.000 0.006 -0.023
H -4.5479 -2.8237 -6.0620 -0.004 0.001 -0.016
H -0.3919 -6.2998 -0.6387 0.011 -0.019 0.004
H -3.9329 0.1539 1.8343 -0.121 -0.012 -0.038
C 5.1137 2.8548 3.4531 -0.028 -0.011 -0.014
H -3.1196 2.6149 0.0105 -0.217 0.083 -0.132
C -2.5182 1.8080 -0.3971 -0.083 0.075 0.744
C 1.6525 1.5279 1.0327 -0.246 0.076 -0.360
C 5.0397 3.3826 2.1338 -0.026 -0.063 -0.013
H -1.4175 -1.7959 -3.4847 0.215 -0.031 -0.224
H -0.6478 -3.1034 2.0986 0.027 -0.065 0.093
C -2.8653 -2.7661 -4.6813 -0.016 0.068 0.045
C -3.8566 -2.2502 -5.4689 -0.036 -0.010 -0.001
H 2.7157 1.7217 0.9579 0.135 0.024 0.109
C -0.5822 2.7503 0.9173 -0.285 0.081 -0.499
C -3.0675 -0.4186 0.1537 -0.388 0.373 0.349
H -3.2911 0.3191 -1.6464 -0.441 0.143 -0.097
N -3.0274 -0.1748 1.5248 0.397 -0.116 0.002
H 6.9245 2.3657 4.6586 -0.007 -0.004 0.012
H -0.7197 0.7824 0.0886 -0.027 -0.328 0.129
H 4.2884 2.6085 4.1004 -0.002 0.010 0.013
H 4.1437 3.6134 1.5802 0.181 0.013 0.073
H -2.3829 0.4220 -4.1855 0.080 0.006 -0.106
C 6.3253 3.5486 1.6905 0.021 -0.008 0.007
N -0.8762 -4.7581 0.7561 -0.026 0.162 -0.099
C -1.9918 0.8622 1.8480 -0.249 0.273 0.178
H 2.1044 -5.2821 -0.4364 0.013 -0.007 0.005
C -3.7973 -0.8340 -5.3646 -0.024 -0.007 0.050
```
Forces are in eV/Å.

Computed properties:
* strongest force on any atom: 1.69 eV Å⁻¹
* Kohn-Sham gap: 6.3 eV
* net charge: +1
* HOMO: -9.80 eV
* LUMO energy: -3.450 eV